1.
Below is C19H21BaIN2 as an isolated structure in a non-equilibrium geometry, with properties calculated with wB97M-V/def2-TZVPD.

Each line ends with the Mulliken charge.
Geometry (Å):
Ba -0.21 0.16 0.29  1.31
I -0.63 3.40 0.72  -0.66
N 0.08 0.49 -2.35  -0.27
N 2.27 0.52 -0.57  0.01
C 2.44 1.02 -1.82  0.45
C -1.72 -3.75 0.37  0.01
C 3.24 0.51 0.38  0.08
C -0.27 -3.69 0.39  0.63
C -0.43 -4.82 2.62  -0.54
C 0.54 -3.20 -0.66  -1.16
C -2.88 -0.76 0.24  -1.82
C 4.57 0.90 0.11  -0.75
C 3.75 1.45 -2.16  -0.63
C 0.32 -4.24 1.60  -0.30
C -1.17 1.21 -4.30  -0.73
C 0.05 1.69 -4.82  -0.32
C -1.83 -4.87 2.52  -0.29
C 1.24 1.66 -4.04  -0.60
C 1.24 1.06 -2.75  0.37
C -1.09 0.65 -3.01  -0.02
C 4.81 1.37 -1.20  -0.31
C -2.47 -4.34 1.39  -0.56
C 0.18 -0.62 2.94  -1.55
H 5.82 1.67 -1.50  0.37
H 1.41 -4.19 1.67  0.38
H 1.13 -3.91 -1.24  0.34
H 2.20 2.04 -4.42  0.25
H -2.42 -5.33 3.31  0.39
H -2.11 1.24 -4.88  0.38
H -2.22 -3.31 -0.50  0.30
H 3.92 1.80 -3.19  0.28
H -2.51 -1.15 -0.70  0.06
H -3.57 -4.38 1.32  0.34
H 0.09 2.10 -5.85  0.38
H -2.82 0.33 0.28  0.68
H -0.71 0.01 2.82  0.55
H 1.09 -0.10 2.67  0.49
H 0.08 -5.25 3.50  0.36
H 2.95 0.16 1.37  0.24
H -2.44 -1.24 1.11  0.37
H 5.37 0.83 0.88  0.37
H 0.07 -1.59 2.48  0.56
H -2.00 0.33 -2.49  0.46
H 0.64 -2.14 -0.92  0.11

Results
Total charge = 0

2.
Below is a 2-piece molecular cluster, C19H21Br2N3O2 overall in a non-equilibrium geometry, with properties calculated with wB97M-V/def2-TZVPD.

Each line ends with the Mulliken charge.
Geometry (Å):
Br 4.79 -3.57 2.56  -0.15
Br -0.71 -4.62 2.82  -0.14
O 2.18 -4.81 3.36  -0.65
O 5.31 2.69 -2.15  -0.45
N -4.83 0.32 -1.18  0.08
N -4.09 0.51 0.94  0.11
N -2.47 0.01 -0.74  -0.62
C 4.23 1.62 -0.20  -0.20
C 2.36 0.55 -1.95  -0.55
C -5.54 0.76 1.05  -0.58
C 0.42 -2.50 1.32  -0.53
C 3.25 0.80 0.27  -1.13
C 6.26 3.21 -1.25  -0.81
C 1.98 -3.88 2.59  0.71
C -3.16 0.63 2.05  -0.93
C 0.64 -3.53 2.15  -0.38
C 2.83 -2.03 1.25  -0.29
C 1.28 -0.68 -0.10  -0.77
C 3.06 -3.07 2.07  -0.70
C 1.50 -1.69 0.83  0.86
C -4.89 0.07 -2.61  -0.96
C 2.29 0.22 -0.58  0.42
C -3.67 0.25 -0.37  0.48
C -6.05 0.60 -0.39  -0.60
C 4.33 1.90 -1.58  0.91
C 3.36 1.34 -2.43  -0.60
H -3.21 1.63 2.48  0.31
H -3.90 -0.12 -3.02  0.31
H 4.93 2.06 0.48  0.39
H -3.40 -0.10 2.82  0.30
H 3.67 -1.50 0.86  0.66
H -5.32 0.93 -3.11  0.30
H -5.51 -0.80 -2.80  0.30
H 6.77 2.40 -0.73  0.34
H -5.99 0.04 1.74  0.30
H 3.45 1.54 -3.49  0.42
H 3.18 0.61 1.33  0.60
H 0.29 -0.60 -0.51  0.47
H -2.28 -0.14 -1.70  0.10
H -0.59 -2.28 1.01  0.51
H 5.76 3.87 -0.53  0.33
H -5.72 1.76 1.45  0.29
H 1.64 0.12 -2.62  0.44
H -2.15 0.45 1.69  0.23
H 6.99 3.79 -1.81  0.24
H -6.53 1.50 -0.78  0.31
H -6.74 -0.24 -0.50  0.30

Results
SMILES = COc1ccc(C=C2C=C(Br)C(=O)C(Br)=C2)cc1.CN1CCN(C)C1=N
Total charge = 0

Sequential E_tot output: -31813.0121 -168692.4204 eV